DFT (ωB97M-V/def2-TZVPD) results for an isolated molecule of C5H9NO.

Geometry as XYZ:
```
16
Properties=species:S:1:pos:R:3:forces:R:3
C 1.33576 2.13358 -0.19359 0.6 1.5 1.2
C 0.87799 1.04036 -0.33456 -0.4 -0.1 -0.7
C 0.41924 -0.30316 -0.40597 1.7 -2.4 2.7
C -0.64634 -0.70352 0.60842 -1.6 0.1 0.2
C -1.97737 0.11104 0.31557 2.0 0.6 -2.1
O 1.69519 -1.26103 -0.10978 -2.3 -0.1 -1.3
N 2.73415 -0.80584 0.63860 0.3 -1.0 -0.9
H 1.69456 3.07061 0.24390 -0.3 -0.8 -0.8
H 0.07877 -0.76302 -1.30739 0.3 0.5 -1.1
H -0.41654 -0.47074 1.67425 0.4 -0.5 -0.8
H -0.81836 -1.80130 0.42787 0.2 1.0 0.5
H -2.06510 0.15239 -0.89238 -0.1 0.4 2.9
H -1.78001 1.13436 0.80773 -0.9 -1.4 -1.2
H -2.85333 -0.40151 0.68192 -0.2 0.1 0.3
H 2.72328 -1.04774 1.60280 -0.6 0.5 0.7
H 2.95786 0.08141 0.29496 0.9 1.6 0.4
```
Positions in Å, forces in eV/Å.

The orbital gap comes out at 9.4 eV. As for the SMILES: C#C[C@H](CC)ON. The total energy is -325.72345 Eh. Its spin multiplicity is 1. The calculation puts the relative energy (zero: lowest compared OMol25 entry of this formula, charge and spin) at 562.13 kJ/mol. The charge is 0. For the strongest force on any atom, the calculation gives 4.0 eV Å⁻¹.

***

DFT (ωB97M-V/def2-TZVPD) results for an isolated molecule of C5H9NO.

Geometry as XYZ:
```
16
Properties=species:S:1:pos:R:3:forces:R:3
C 0.60742 1.80854 -1.24529 0.3 0.2 -0.1
C 0.59617 -0.73714 -1.38906 0.1 0.2 0.2
N 0.17908 0.64406 -0.49407 -0.4 -0.2 -0.4
C 0.68306 -0.60771 0.07771 0.0 -0.2 0.1
C -0.51899 -1.32021 0.69058 0.2 -0.2 0.1
C -1.14438 -0.98753 1.96561 0.0 -0.1 0.4
O -1.74028 -0.57939 0.73897 -0.1 0.0 0.0
H 1.58517 1.65533 -1.69157 0.1 0.1 0.2
H 0.57076 2.73840 -0.67326 0.1 -0.1 0.1
H -0.12911 1.85171 -2.05429 0.3 0.3 0.0
H 1.59506 -0.40198 -1.75747 -0.5 0.1 0.0
H -0.78225 0.75985 -0.18612 -0.1 -0.4 -0.5
H 1.58683 -0.58251 0.68657 0.0 0.1 -0.1
H -0.65055 -2.30979 0.25973 0.1 0.0 0.2
H -1.70494 -1.74967 2.50091 0.1 0.1 0.0
H -0.73307 -0.18196 2.57105 0.0 -0.1 -0.1
```
Positions in Å, forces in eV/Å.

The orbital gap comes out at 8.5 eV. The total energy is -325.70686 Eh. Its spin multiplicity is 1. The calculation puts the relative energy (zero: lowest compared OMol25 entry of this formula, charge and spin) at 605.69 kJ/mol. The charge is 0. For the strongest force on any atom, the calculation gives 0.7 eV Å⁻¹.

***

DFT (ωB97M-V/def2-TZVPD) results for a structure of composition C5H9NO.

Geometry as XYZ:
```
16
Properties=species:S:1:pos:R:3:forces:R:3
C -1.47167 1.69016 1.43599 -0.4 0.3 0.0
C 0.10555 0.74865 1.19782 0.2 -0.3 0.3
N -0.36005 0.52618 2.41773 0.2 0.1 -0.3
O 0.13293 -0.37669 0.43690 -0.1 0.1 0.1
C 0.74290 -0.22740 -0.82738 0.1 0.1 -0.2
C 0.23529 -1.13068 -1.89827 -0.2 0.0 -0.1
C 1.60708 -1.34874 -1.30182 0.2 -0.1 0.1
H -1.08329 2.64814 1.10742 0.0 -0.1 0.1
H -2.07007 1.21032 0.66029 0.3 0.0 0.1
H -2.07250 1.82826 2.33735 0.1 -0.2 -0.2
H -0.61088 -0.48257 2.52114 -0.1 0.2 0.0
H 1.02911 0.79728 -1.04685 -0.1 -0.2 0.0
H -0.54287 -1.82153 -1.58771 0.1 0.1 -0.1
H 0.14589 -0.76174 -2.91570 0.0 0.0 0.2
H 1.73332 -2.19641 -0.63515 -0.1 0.1 -0.1
H 2.47925 -1.10324 -1.90178 -0.2 0.0 0.1
```
Positions in Å, forces in eV/Å.

The orbital gap comes out at 9.2 eV. The total energy is -325.71717 Eh. Its spin multiplicity is 1. The calculation puts the relative energy (zero: lowest compared OMol25 entry of this formula, charge and spin) at 578.62 kJ/mol. The charge is 0. For the strongest force on any atom, the calculation gives 0.5 eV Å⁻¹.